(1)
# C22H19B2BrCdF4N6O12S

C22H19B2BrCdF4N6O12S as an isolated structure (ωB97M-V/def2-TZVPD, the Open Molecules 2025 dataset).

Structure (XYZ):
```
68
Properties=species:S:1:pos:R:3
Cd -0.677 -0.664 -0.847
C 1.939 -4.221 -0.137
C 1.416 -2.994 -0.811
N 0.275 -2.907 -1.377
O -0.522 -3.995 -1.347
B -1.551 -3.956 -2.434
F -2.325 -5.095 -2.273
F -0.895 -3.944 -3.683
O -2.503 -2.802 -2.393
N -1.890 -1.583 -2.537
C -1.901 -1.043 -3.691
C -2.624 -1.626 -4.863
C -1.048 0.173 -3.868
N -0.048 0.220 -3.078
O 0.797 1.271 -3.197
B 2.177 0.889 -2.741
F 2.641 -0.164 -3.556
F 2.953 2.030 -2.888
O 2.300 0.487 -1.310
N 1.619 -0.656 -0.966
C 2.247 -1.764 -0.984
C 3.709 -1.914 -1.259
C -1.315 1.196 -4.923
H 1.100 -4.779 0.270
H 2.620 -3.953 0.671
H 2.472 -4.859 -0.848
H -3.250 -2.446 -4.525
H -1.905 -2.014 -5.588
H -3.230 -0.863 -5.352
H 4.134 -0.952 -1.523
H 3.862 -2.618 -2.078
H 4.212 -2.313 -0.374
H -1.788 0.758 -5.801
H -0.377 1.672 -5.204
H -1.978 1.963 -4.515
Br 3.586 -1.849 7.524
C 2.255 -0.599 7.010
C 1.910 0.418 7.884
N 0.984 1.326 7.593
C 0.379 1.233 6.412
C 0.667 0.247 5.477
C 1.634 -0.701 5.781
C -0.107 0.252 4.188
O 0.420 -0.684 3.377
O -1.023 0.980 3.965
H 2.398 0.499 8.849
H -0.379 1.970 6.177
H 1.880 -1.487 5.081
O -2.718 1.815 -1.771
C -1.917 2.204 -0.937
N -1.028 1.440 -0.235
C -0.275 2.235 0.605
O 0.615 1.896 1.352
C -0.750 3.660 0.435
C -0.347 4.832 1.039
C -1.000 6.004 0.664
C -2.020 5.984 -0.286
C -2.414 4.791 -0.888
C -1.758 3.640 -0.505
H 0.448 4.829 1.773
H -0.715 6.947 1.114
H -2.509 6.912 -0.558
H -3.203 4.758 -1.629
O -1.788 -1.881 0.821
S -1.215 -2.161 2.131
O -0.257 -3.233 2.173
O -0.285 -0.749 2.164
O -2.112 -2.064 3.249
```

Its LUMO energy is 3.4 eV. As for the charge: -2. The HOMO energy comes out at -3.78 eV. The calculation puts the energy above the lowest of the compared OMol25 structures with the same formula, charge and spin at 35.48 kcal per mole. The multiplicity is 1.



(2)
# C6H9N

C6H9N as an isolated structure (ωB97M-V/def2-TZVPD, the Open Molecules 2025 dataset).

Structure (XYZ):
```
16
Properties=species:S:1:pos:R:3
C -0.853 0.474 2.017
N 0.150 0.694 0.994
C 0.726 -0.444 0.604
C 0.623 -0.991 -0.752
C -0.599 -0.431 -1.442
C 0.090 0.887 -1.224
C 1.330 0.309 -0.980
H -1.802 0.057 1.648
H -1.089 1.468 2.318
H -0.723 -0.090 2.951
H 1.023 -1.216 1.313
H 1.061 -1.943 -0.929
H -1.613 -0.601 -1.084
H -0.508 -0.725 -2.488
H -0.108 1.795 -1.775
H 2.290 0.758 -1.172
```

Its LUMO energy is 0.9 eV. The HOMO energy comes out at -7.93 eV. The calculation puts the energy above the lowest of the compared OMol25 structures with the same formula, charge and spin at 140.80 kcal per mole. The multiplicity is 1.



(3)
# C15H22ClN5Pt

C15H22ClN5Pt as an isolated structure (ωB97M-V/def2-TZVPD, the Open Molecules 2025 dataset).

Structure (XYZ):
```
44
Properties=species:S:1:pos:R:3
C 6.024 0.812 -2.881
C 6.119 -0.643 -2.891
C 5.207 1.489 -3.872
C 6.417 1.515 -1.665
Cl 2.950 -0.794 0.723
H 5.743 1.910 -4.726
H 4.669 2.315 -3.394
H 4.473 0.786 -4.276
H 7.041 -1.075 -3.299
H 5.280 -1.064 -3.462
H 6.006 -1.013 -1.858
H 7.448 1.886 -1.622
H 6.273 0.842 -0.803
H 5.753 2.376 -1.500
C -1.485 -1.153 -1.245
C -1.098 -0.104 -2.091
C 0.284 -0.150 -2.312
H -1.790 0.576 -2.578
C 0.804 -1.326 -1.672
C -0.309 -1.947 -0.951
H -0.274 -2.946 -0.550
H -2.498 -1.456 -0.982
H 0.869 0.502 -2.952
H 1.786 -1.751 -1.792
C 0.722 1.381 1.397
C -0.632 1.533 0.816
C -0.539 2.334 -0.349
H -1.547 1.281 1.313
C 0.834 2.659 -0.562
C 1.602 2.144 0.479
H 2.659 2.321 0.647
H 0.905 1.169 2.456
H -1.354 2.676 -0.986
H 1.235 3.252 -1.386
Pt 0.682 -0.471 0.371
N -1.961 -4.378 2.831
N -1.636 -3.067 2.546
N -1.533 -2.158 3.574
C -0.913 -1.162 2.951
N -0.574 -1.476 1.666
N -1.058 -2.724 1.412
H -2.193 -4.889 1.997
H -2.687 -4.398 3.543
H -0.754 -0.204 3.442
```

As for the expectation value of S²: 6.02. Its LUMO energy (spin up / spin down) is -8.2 / -8.6 eV. As for the charge: +2. The HOMO energy (spin up / spin down) comes out at -13.05 / -14.31 eV. The calculation puts the energy above the lowest of the compared OMol25 structures with the same formula, charge and spin at 0.00 kcal per mole. The multiplicity is 5.



(4)
# C4H8O2

A 2-piece molecular cluster, C4H8O2 overall (ωB97M-V/def2-TZVPD, the Open Molecules 2025 dataset).

Structure (XYZ):
```
14
Properties=species:S:1:pos:R:3
C 1.239 0.589 -1.043
C 1.489 -0.719 -0.955
O 1.775 -1.421 0.164
H 1.290 1.243 -0.177
H 0.989 1.032 -1.999
H 1.473 -1.370 -1.827
H 1.555 -0.877 0.940
C -1.650 -0.877 0.364
C -1.018 0.210 1.179
O -0.017 0.087 1.852
H -1.092 -1.809 0.471
H -1.656 -0.570 -0.688
H -2.695 -1.014 0.669
H -1.530 1.194 1.135
```

The SMILES is C=CO.CC=O. Its LUMO energy is 1.0 eV. The HOMO energy comes out at -8.99 eV. The calculation puts the energy above the lowest of the compared OMol25 structures with the same formula, charge and spin at 40.32 kcal per mole. The multiplicity is 1.



(5)
# C6H16FeO14P2S2

C6H16FeO14P2S2 as an isolated structure (ωB97M-V/def2-TZVPD, the Open Molecules 2025 dataset).

Structure (XYZ):
```
41
Properties=species:S:1:pos:R:3
Fe -0.387 0.952 0.794
P -2.501 -0.037 0.825
O -2.308 1.480 0.443
O -1.530 -0.146 2.084
O -1.293 -0.518 -0.110
O -3.716 -0.871 0.544
P 2.018 1.868 1.552
O 1.465 0.498 0.956
O 2.815 1.712 2.832
O 0.525 2.423 1.667
O 2.662 2.930 0.643
O 0.719 -4.543 -0.391
S -0.087 -4.009 0.670
O -1.481 -3.808 0.460
O 0.070 -5.156 1.816
C -0.540 -4.914 3.078
C -0.884 -6.216 3.759
C 0.650 -2.643 1.519
H -1.427 -4.290 2.942
H 0.140 -4.362 3.736
H -1.832 -6.605 3.370
H -1.130 -6.008 4.803
H -0.147 -7.004 3.618
H -0.004 -2.399 2.355
H 0.691 -1.755 0.895
H 1.638 -2.924 1.880
O 0.542 4.287 -0.952
S 0.550 3.045 -1.648
O -0.020 1.862 -1.121
O -0.291 3.272 -3.027
C -0.022 4.419 -3.801
C -1.203 4.583 -4.754
C 2.204 2.782 -2.216
H 0.920 4.392 -4.362
H 0.045 5.293 -3.144
H -2.124 4.666 -4.179
H -1.185 3.785 -5.491
H -1.114 5.584 -5.193
H 2.785 2.883 -1.285
H 2.475 3.652 -2.818
H 2.315 1.842 -2.747
```

As for the expectation value of S²: 8.76. Its LUMO energy (spin up / spin down) is 6.1 / 6.0 eV. As for the charge: -3. The HOMO energy (spin up / spin down) comes out at 5.96 / 1.99 eV. The multiplicity is 6.



no.,electronic energy (Ha)
1,-5670.65280
2,-288.55766
3,-1437.17211
4,-307.64817
5,-4034.47821